# C57H32Cl4N7S2W

A structure of composition C57H32Cl4N7S2W (wB97M-V/def2-TZVPD, OMol25).

The geometry in XYZ format:
```
103
Properties=species:S:1:pos:R:3:mulliken_charge:R:1
W -0.230 0.282 -0.253 2.217
Cl -3.321 -2.336 8.219 -0.195
C -2.818 -1.971 6.604 0.334
C -2.018 -0.864 6.372 -1.058
C -1.614 -0.583 5.075 0.397
C -2.006 -1.393 4.016 -0.840
C -2.810 -2.501 4.272 0.209
C -3.219 -2.795 5.562 -0.973
C -1.533 -1.114 2.629 1.602
C -0.239 -1.496 2.295 0.382
C 0.578 -2.349 3.096 -1.816
C 1.651 -2.685 2.340 -1.578
C 1.525 -2.004 1.089 -0.105
C 2.482 -2.041 0.090 1.199
C 3.678 -2.908 0.298 -0.047
C 3.540 -4.291 0.230 0.087
C 4.627 -5.124 0.436 -1.016
C 5.864 -4.561 0.715 0.307
Cl 7.228 -5.593 0.986 -0.196
C 6.024 -3.186 0.782 -1.178
C 4.929 -2.364 0.570 0.006
C 2.387 -1.295 -1.080 0.196
N 1.299 -0.570 -1.501 -0.387
C 1.668 -0.033 -2.713 0.573
C 0.764 0.516 -3.605 1.646
C 1.225 1.094 -4.892 -1.139
C 1.087 2.465 -5.102 0.101
C 1.506 3.041 -6.289 -0.994
C 2.058 2.236 -7.273 0.337
Cl 2.583 2.951 -8.761 -0.196
C 2.197 0.869 -7.088 -1.011
C 1.783 0.304 -5.893 0.103
C -0.607 0.455 -3.364 0.839
C -1.565 0.633 -4.404 -1.691
C -2.789 0.471 -3.847 -1.644
C -2.582 0.235 -2.457 0.371
N -1.228 0.180 -2.156 0.106
C -3.623 0.173 -1.539 1.645
C -3.405 -0.093 -0.201 -0.173
C -4.429 -0.151 0.797 -1.678
C -3.825 -0.459 1.968 -1.592
C -2.429 -0.627 1.689 0.926
N -2.167 -0.341 0.356 -0.084
C -5.011 0.423 -2.012 -0.408
C -5.395 1.705 -2.394 0.008
C -6.692 1.960 -2.810 -1.016
C -7.605 0.918 -2.850 0.356
Cl -9.227 1.227 -3.372 -0.194
C -7.241 -0.368 -2.483 -1.000
C -5.943 -0.608 -2.060 0.147
C 3.032 -0.350 -3.010 -1.656
C 3.459 -1.176 -2.026 -1.386
N 0.364 -1.238 1.079 0.256
H -1.711 -0.237 7.196 0.472
H -0.978 0.275 4.893 0.299
H -3.114 -3.142 3.454 0.531
H -3.840 -3.656 5.764 0.441
H 0.337 -2.681 4.092 0.624
H 2.466 -3.336 2.607 0.624
H 2.571 -4.723 0.009 0.508
H 4.523 -6.198 0.378 0.443
H 6.998 -2.769 0.997 0.435
H 5.051 -1.289 0.620 0.709
H 0.654 3.080 -4.323 0.530
H 1.407 4.105 -6.454 0.441
H 2.620 0.259 -7.873 0.426
H 1.878 -0.764 -5.748 0.560
H -1.324 0.822 -5.436 0.570
H -3.748 0.497 -4.334 0.607
H -5.478 0.016 0.613 0.598
H -4.277 -0.597 2.935 0.676
H -4.674 2.513 -2.368 0.496
H -6.996 2.956 -3.101 0.423
H -7.966 -1.168 -2.530 0.423
H -5.652 -1.611 -1.775 0.491
H 3.567 -0.033 -3.889 0.728
H 4.410 -1.672 -1.944 0.677
S -0.090 2.703 -1.242 -0.573
C 1.450 2.608 -0.538 0.366
N 1.676 1.522 0.172 0.503
C 2.938 1.537 0.770 -1.069
C 3.449 0.637 1.701 -0.115
C 4.704 0.868 2.233 -1.183
C 5.459 1.977 1.850 -0.750
C 4.952 2.894 0.948 -0.555
C 3.684 2.674 0.426 1.033
S 2.766 3.726 -0.616 -0.266
H 2.880 -0.228 2.012 0.640
H 5.104 0.177 2.963 0.467
H 6.439 2.136 2.278 0.447
H 5.520 3.772 0.674 0.465
N 1.350 2.147 5.788 -0.551
C 0.673 2.255 4.866 -0.055
C -0.178 2.356 3.717 -0.385
C -1.292 3.190 3.696 -0.415
C -2.078 3.205 2.559 -1.305
C -1.719 2.411 1.485 -0.388
N -0.647 1.600 1.506 0.662
C 0.106 1.570 2.610 0.311
H -1.530 3.805 4.553 0.554
H -2.956 3.829 2.486 0.511
H -2.295 2.413 0.570 0.411
H 0.947 0.897 2.625 0.408
```

Summary:
Max |F|   0.0138 Eh/bohr
Gap between HOMO and LUMO (alpha / beta)   5.729 / 5.728 eV
Highest occupied orbital energy (alpha / beta)   -9.84 / -9.84 eV
DFT total energy   -5278.820114 Ha
Net charge   +1

---

# C57H42CsN11OSe2Si

A structure of composition C57H42CsN11OSe2Si (wB97M-V/def2-TZVPD, OMol25).

The geometry in XYZ format:
```
115
Properties=species:S:1:pos:R:3:mulliken_charge:R:1
Cs -0.083 -0.310 -0.543 1.373
C -3.422 -6.104 0.269 -0.804
C -4.266 -5.638 -0.728 -0.598
C -4.425 -4.238 -0.925 -0.122
C -3.650 -3.358 -0.150 0.567
C -3.501 -1.890 -0.120 -0.271
N -2.602 -1.594 0.869 -0.371
C -2.190 -2.725 1.498 -0.225
N -1.421 -2.795 2.567 -0.166
C -0.845 -1.814 3.186 -0.568
C -0.593 -1.892 4.643 -0.015
C -0.917 -2.763 5.707 -0.353
C -0.715 -2.374 7.072 -0.642
C -0.228 -1.080 7.350 -0.532
C 0.058 -0.169 6.300 -0.151
C -0.201 -0.564 4.973 0.013
C -0.090 0.161 3.711 0.006
N 0.133 1.433 3.644 -0.362
C -0.128 2.236 2.603 -0.393
N -0.815 1.919 1.456 -0.190
C -1.374 3.153 1.045 -0.494
N -2.388 3.261 0.184 -0.362
C -3.041 2.266 -0.385 -0.389
N -2.735 0.982 -0.523 0.495
C -3.881 0.306 -0.929 -0.746
N -4.097 -1.063 -0.959 -0.386
C -4.904 1.271 -1.298 0.332
C -6.185 1.189 -1.814 -0.344
C -6.842 2.434 -2.076 -0.591
C -6.402 3.608 -1.505 -0.445
C -5.165 3.695 -0.801 -0.346
C -4.406 2.526 -0.845 0.262
C -0.905 4.237 1.817 0.493
C -1.321 5.582 1.921 -0.402
C -0.876 6.364 2.972 -0.493
C -0.061 5.844 3.975 -0.572
C 0.415 4.511 3.863 -0.356
C -0.021 3.719 2.821 0.299
N -0.392 -0.620 2.651 0.327
C -2.809 -3.854 0.860 -0.249
C -2.688 -5.209 1.051 0.268
H -3.223 -7.185 0.316 0.318
H -4.756 -6.287 -1.480 0.320
H -5.220 -3.771 -1.513 0.428
H -1.234 -3.771 5.423 0.434
H -1.041 -3.075 7.857 0.332
H -0.039 -0.723 8.336 0.409
H 0.434 0.823 6.501 0.501
H -6.438 0.262 -2.268 0.449
H -7.740 2.456 -2.742 0.309
H -7.052 4.466 -1.595 0.367
H -4.726 4.638 -0.424 0.415
H -1.908 6.043 1.157 0.465
H -1.289 7.366 3.015 0.349
H 0.128 6.433 4.826 0.435
H 1.084 4.073 4.604 0.401
H -2.020 -5.499 1.833 0.506
Se -0.765 2.340 -5.506 -0.192
Se 0.696 0.696 -4.329 0.177
C -0.320 -0.900 -4.397 0.006
C 0.031 -1.798 -5.416 -0.404
C -0.318 -3.136 -5.307 -0.493
C -1.192 -3.445 -4.208 -0.637
C -1.636 -2.438 -3.353 -0.239
N -1.240 -1.167 -3.497 0.051
C -0.630 3.941 -4.533 0.602
C 0.440 4.206 -3.652 -0.226
C 0.430 5.424 -2.929 -0.192
C -0.547 6.426 -3.252 -0.473
C -1.398 6.104 -4.299 -0.345
N -1.523 4.880 -4.906 -0.564
H 0.834 -1.556 -6.149 0.299
H 0.098 -3.844 -5.977 0.464
H -1.457 -4.471 -4.049 0.453
H -2.292 -2.608 -2.476 0.402
H 1.179 3.440 -3.547 0.168
H 1.172 5.551 -2.103 0.326
H -0.544 7.385 -2.697 0.355
H -2.106 6.831 -4.643 0.375
C 5.293 2.710 0.533 -1.230
Si 4.284 1.769 -0.781 0.160
C 5.247 2.010 -2.426 -1.161
C 2.520 2.395 -0.963 0.169
N 3.978 0.112 -0.469 0.171
C 4.854 -0.845 -0.322 0.333
C 6.272 -0.670 -0.247 -0.281
C 7.177 -1.625 0.199 -0.844
C 6.667 -2.928 0.549 -0.624
C 5.285 -3.211 0.552 -0.437
C 4.399 -2.259 0.033 0.068
O 3.022 -2.398 0.082 0.044
C 2.512 -3.682 0.174 -0.103
C 2.712 -4.581 -0.913 0.235
C 2.175 -5.841 -0.916 -0.718
C 1.479 -6.279 0.225 -0.280
C 1.249 -5.475 1.330 -0.679
C 1.728 -4.136 1.281 -0.378
H 4.580 3.426 1.034 0.330
H 5.990 3.419 0.085 0.407
H 5.815 2.079 1.302 0.297
H 6.269 1.604 -2.382 0.315
H 5.199 3.038 -2.686 0.386
H 4.778 1.381 -3.150 0.276
H 2.435 3.425 -1.274 0.011
H 1.985 2.284 -0.049 0.003
H 2.073 1.776 -1.716 -0.430
H 6.655 0.357 -0.339 0.194
H 8.228 -1.409 0.254 0.409
H 7.373 -3.717 0.847 0.255
H 4.884 -4.119 1.064 0.271
H 3.314 -4.213 -1.765 0.371
H 2.352 -6.567 -1.700 0.403
H 1.089 -7.306 0.280 0.272
H 0.625 -5.809 2.145 0.444
H 1.609 -3.472 2.100 0.495
```

Summary:
Relative energy (zero: lowest compared OMol25 entry of this formula, charge and spin)   0.0 kcal per mole
Max |F|   0.0712 Eh/bohr
Gap between HOMO and LUMO (alpha / beta)   3.942 / 3.941 eV
Highest occupied orbital energy (alpha / beta)   -1.17 / -1.17 eV
DFT total energy   -7987.408606 Ha
Net charge   -2

---

# C57H42F5N10PbS4

A structure of composition C57H42F5N10PbS4 (wB97M-V/def2-TZVPD, OMol25).

The geometry in XYZ format:
```
119
Properties=species:S:1:pos:R:3:mulliken_charge:R:1
Pb -2.424 0.811 -0.314 1.070
N 1.076 1.927 0.753 0.015
S 2.252 1.020 0.988 1.624
N 2.802 0.529 -0.415 -0.041
S 2.881 -0.929 -1.015 1.362
N 1.652 -1.807 -1.164 -0.008
S 0.051 -1.339 -1.601 1.037
N -0.641 -0.739 -0.466 -0.371
C 0.406 -0.343 -3.050 1.243
C 0.816 -0.954 -4.223 -0.812
C 1.186 -0.154 -5.293 -0.920
C 1.154 1.228 -5.171 -0.851
C 0.747 1.824 -3.982 -0.903
C 0.371 1.037 -2.909 -0.019
C -0.473 -2.938 -2.171 0.546
C 0.423 -3.960 -2.474 -0.364
C -0.079 -5.160 -2.949 -0.875
C -1.448 -5.321 -3.131 -0.735
C -2.326 -4.294 -2.824 -0.995
C -1.840 -3.093 -2.338 -0.622
C 4.027 -1.930 -0.093 0.692
C 3.717 -3.240 0.223 -0.180
C 4.667 -4.000 0.893 -0.827
C 5.895 -3.445 1.224 -0.706
C 6.189 -2.126 0.895 -0.819
C 5.253 -1.359 0.227 -0.939
C 3.826 -0.643 -2.500 0.496
C 4.268 0.616 -2.865 0.092
C 5.076 0.743 -3.986 -1.072
C 5.425 -0.379 -4.722 -0.676
C 4.966 -1.637 -4.346 -0.715
C 4.164 -1.776 -3.230 -0.854
C 3.587 2.004 1.651 0.208
C 4.569 2.483 0.796 -0.612
C 5.447 3.452 1.253 -0.836
C 5.328 3.941 2.548 -0.698
C 4.335 3.463 3.392 -0.902
C 3.450 2.495 2.946 0.075
C 2.027 -0.382 2.063 0.597
C 2.996 -0.721 2.999 -0.442
C 2.795 -1.857 3.767 -1.101
C 1.647 -2.620 3.589 -0.875
C 0.690 -2.260 2.648 -1.412
C 0.872 -1.129 1.869 0.913
H 0.817 -2.032 -4.316 0.497
H 1.494 -0.612 -6.224 0.552
H 1.450 1.848 -6.008 0.451
H 0.727 2.902 -3.893 0.527
H 0.051 1.474 -1.970 0.129
H 1.483 -3.814 -2.333 0.362
H 0.598 -5.971 -3.181 0.473
H -1.830 -6.255 -3.520 0.432
H -3.391 -4.419 -2.969 0.517
H -2.506 -2.279 -2.083 0.555
H 2.749 -3.642 -0.050 0.495
H 4.444 -5.027 1.150 0.514
H 6.631 -4.044 1.746 0.439
H 7.148 -1.697 1.156 0.499
H 5.459 -0.329 -0.050 0.401
H 3.968 1.479 -2.289 0.572
H 5.426 1.724 -4.281 0.511
H 6.048 -0.274 -5.601 0.441
H 5.234 -2.513 -4.922 0.492
H 3.799 -2.750 -2.922 0.271
H 4.622 2.106 -0.215 0.165
H 6.214 3.840 0.595 0.471
H 6.010 4.704 2.901 0.428
H 4.243 3.857 4.395 0.464
H 2.663 2.124 3.593 0.518
H 3.882 -0.114 3.123 0.630
H 3.535 -2.143 4.503 0.481
H 1.492 -3.500 4.202 0.445
H -0.206 -2.855 2.525 0.633
H 0.144 -0.832 1.118 0.102
N -2.748 5.437 5.083 -0.588
C -1.998 4.830 4.457 -0.036
C -1.110 4.078 3.615 0.345
C -0.421 4.732 2.594 -0.813
C 0.330 4.006 1.690 -0.505
C 0.385 2.616 1.779 -0.382
C -0.267 1.970 2.829 0.470
C -1.014 2.696 3.738 -0.903
H -0.473 5.811 2.527 0.526
H 0.872 4.507 0.897 0.559
H -0.238 0.893 2.903 0.778
H -1.557 2.187 4.523 0.514
N -2.825 0.374 -2.623 -0.608
C -3.188 -0.269 -3.524 0.771
C -3.635 -1.030 -4.590 0.222
C -2.739 -1.916 -5.234 0.125
N -1.983 -2.630 -5.740 -0.595
C -4.989 -0.944 -5.014 -0.237
N -6.088 -0.875 -5.358 -0.529
S -3.259 0.544 2.635 -0.358
C -4.586 1.550 2.959 0.025
N -5.702 1.031 3.485 -0.029
C -6.785 1.833 4.057 -0.659
C -6.221 3.186 4.453 -0.637
C -5.554 3.803 3.236 -0.684
N -4.541 2.869 2.745 0.100
H -5.678 0.040 3.652 0.279
H -7.182 1.311 4.926 0.428
H -7.591 1.946 3.329 0.274
H -5.471 3.043 5.234 0.271
H -7.002 3.839 4.837 0.383
H -5.064 4.738 3.504 0.429
H -6.289 4.008 2.453 0.300
H -3.720 3.218 2.285 0.126
F -5.406 1.727 -0.269 -0.501
C -5.561 0.376 -0.171 0.470
C -4.441 -0.421 -0.167 -0.728
C -4.682 -1.766 -0.018 0.438
F -3.642 -2.635 0.041 -0.410
C -5.951 -2.304 0.103 0.147
F -6.119 -3.622 0.240 -0.328
C -7.049 -1.464 0.088 0.754
F -8.278 -1.958 0.208 -0.313
C -6.851 -0.100 -0.042 0.207
F -7.894 0.735 -0.024 -0.358
```

Summary:
Relative energy (zero: lowest compared OMol25 entry of this formula, charge and spin)   12.6 kcal per mole
Max |F|   0.0266 Eh/bohr
Gap between HOMO and LUMO   6.427 eV
Highest occupied orbital energy   -9.36 eV
DFT total energy   -5029.270559 Ha
Net charge   +1

---

# C57H42N8OSc

A structure of composition C57H42N8OSc (wB97M-V/def2-TZVPD, OMol25).

The geometry in XYZ format:
```
109
Properties=species:S:1:pos:R:3:mulliken_charge:R:1
Sc -0.287 -0.032 -0.371 -0.629
C -7.413 -1.036 -3.351 -0.414
C -7.484 -0.785 -1.987 -0.773
C -6.331 -0.502 -1.268 -0.001
C -5.092 -0.464 -1.900 -0.772
C -5.031 -0.716 -3.268 0.048
C -6.181 -1.002 -3.990 -0.811
C -3.837 -0.138 -1.160 2.070
C -3.378 -1.029 -0.200 0.165
C -4.098 -2.201 0.232 -1.640
C -3.400 -2.727 1.261 -1.087
C -2.236 -1.895 1.442 0.140
C -1.251 -2.136 2.403 1.474
C -1.367 -3.366 3.241 -0.593
C -2.375 -3.536 4.185 0.178
C -2.442 -4.694 4.947 -0.853
C -1.502 -5.701 4.771 -0.386
C -0.495 -5.542 3.828 -0.968
C -0.429 -4.382 3.070 0.075
C -0.148 -1.321 2.634 0.587
N 0.252 -0.269 1.868 0.722
C 1.277 0.323 2.539 0.444
C 1.944 1.488 2.166 1.124
C 3.129 1.894 2.980 0.077
C 4.214 1.026 3.104 -0.151
C 5.331 1.382 3.847 -0.945
C 5.381 2.613 4.487 -0.507
C 4.300 3.478 4.386 -0.815
C 3.185 3.119 3.642 -0.365
C 1.549 2.315 1.109 0.351
C 2.217 3.548 0.750 -1.409
C 1.478 4.118 -0.225 -1.726
C 0.355 3.238 -0.466 0.506
N 0.449 2.127 0.333 -0.163
C -0.684 3.526 -1.340 1.179
C -1.819 2.731 -1.526 0.837
C -2.972 3.148 -2.292 -1.672
C -3.845 2.118 -2.262 -1.657
C -3.226 1.083 -1.464 0.435
N -2.005 1.488 -1.023 0.430
C -0.609 4.787 -2.135 -0.556
C -0.659 6.040 -1.530 0.028
C -0.584 7.200 -2.287 -0.845
C -0.455 7.126 -3.668 -0.377
C -0.409 5.882 -4.284 -0.866
C -0.490 4.725 -3.522 0.072
C 1.542 -0.388 3.776 -1.558
C 0.675 -1.415 3.826 -1.962
N -2.235 -0.878 0.539 -0.384
H -8.312 -1.256 -3.912 0.363
H -8.441 -0.804 -1.481 0.366
H -6.386 -0.298 -0.206 0.481
H -4.068 -0.688 -3.762 0.465
H -6.112 -1.200 -5.052 0.392
H -5.018 -2.567 -0.194 0.580
H -3.633 -3.612 1.830 0.561
H -3.106 -2.747 4.323 0.440
H -3.229 -4.808 5.682 0.381
H -1.555 -6.606 5.363 0.368
H 0.239 -6.323 3.676 0.403
H 0.348 -4.254 2.326 0.539
H 4.155 0.057 2.628 0.562
H 6.161 0.690 3.928 0.409
H 6.251 2.890 5.068 0.373
H 4.320 4.432 4.896 0.385
H 2.338 3.790 3.572 0.523
H 3.132 3.919 1.181 0.684
H 1.673 5.045 -0.739 0.548
H -3.105 4.110 -2.762 0.516
H -4.826 2.071 -2.706 0.498
H -0.765 6.098 -0.453 0.458
H -0.631 8.165 -1.797 0.371
H -0.394 8.031 -4.260 0.370
H -0.312 5.810 -5.360 0.398
H -0.461 3.752 -3.999 0.429
H 2.273 -0.109 4.517 0.566
H 0.551 -2.136 4.617 0.510
C -0.118 0.276 -2.673 -1.935
H 0.683 -0.267 -3.185 0.596
H -0.181 1.291 -3.099 0.802
H -1.061 -0.212 -2.962 0.083
C 5.352 -2.230 0.556 -0.999
N 4.659 -1.161 -0.144 0.444
C 5.286 -0.382 -1.050 -0.150
C 4.617 0.558 -1.738 -1.384
C 3.205 0.660 -1.484 0.422
N 2.578 -0.061 -0.569 1.495
C 3.282 -0.997 0.144 -0.992
O 2.811 -1.703 1.013 -0.575
N 2.489 1.513 -2.220 0.178
H 6.397 -2.214 0.251 0.365
H 4.905 -3.192 0.312 0.290
H 5.276 -2.091 1.633 0.268
H 6.345 -0.565 -1.189 0.389
H 5.107 1.179 -2.471 0.440
H 2.920 1.965 -3.007 0.222
H 1.475 1.408 -2.221 -0.388
N 1.952 -7.279 -2.363 -0.650
C 1.586 -6.221 -2.092 -0.038
C 1.126 -4.895 -1.750 0.423
C -0.011 -4.718 -0.971 -1.231
C -0.420 -3.432 -0.631 -0.361
C 0.267 -2.265 -1.008 1.707
C 1.371 -2.509 -1.849 0.363
C 1.810 -3.771 -2.211 -1.173
H -0.570 -5.583 -0.633 0.495
H -1.328 -3.363 -0.049 0.489
H 1.917 -1.668 -2.259 -0.067
H 2.674 -3.895 -2.855 0.474
```

Summary:
Relative energy (zero: lowest compared OMol25 entry of this formula, charge and spin)   0.0 kcal per mole
Max |F|   0.0141 Eh/bohr
Gap between HOMO and LUMO   5.773 eV
Highest occupied orbital energy   -4.21 eV
DFT total energy   -3471.522398 Ha
Net charge   -1